A molecular structure, C58H73N5O4STi in a non-equilibrium geometry. Source: the Open Molecules 2025 dataset; level of theory: ωB97M-V with the def2-TZVPD basis set.

The geometry in XYZ format:
```
142
C58H73N5O4STi, DFT ωB97M-V with the def2-TZVPD basis set
Ti -0.9860 -0.4279 0.3316
C -1.9380 -3.2601 -0.9195
O -1.0445 -2.1689 -0.7294
C 0.1848 -2.4899 -1.3299
C 0.3707 -2.1122 -2.6586
C -0.6581 -1.2538 -3.3430
C -1.0714 0.0931 -2.7386
C -2.0336 0.7431 -3.5875
C -2.6453 1.9505 -3.6760
C -2.1629 2.4581 -1.2401
C -0.7904 1.9385 -1.1140
C 0.3121 2.9036 -0.7753
C 0.7049 3.0710 0.6721
C 1.5685 4.0889 1.0590
C 2.0670 4.1796 2.3552
C 1.8815 3.0723 3.1768
C 1.0349 2.0364 2.8147
C 0.9779 0.7427 3.5686
C 1.7811 -0.2698 2.7666
C 3.1677 -0.2462 2.7556
C 3.9083 -1.1859 2.0501
C 3.2139 -2.2496 1.4773
C 1.8362 -2.2888 1.4513
C 1.0749 -3.4365 0.8246
C 1.1339 -3.2552 -0.6655
C 2.2032 -3.7615 -1.3959
C 2.3754 -3.4888 -2.7453
C 1.4675 -2.6151 -3.3450
C 3.4640 -4.1751 -3.5625
C 4.5196 -4.8503 -2.6776
C 4.1783 -3.1678 -4.4701
C 2.7902 -5.2485 -4.4311
C 1.0996 -1.2082 1.9695
O -0.2011 -1.1360 1.7744
C 5.4035 -1.0544 1.8037
C 5.5812 -0.8604 0.2897
C 6.1558 -2.3163 2.2434
C 6.0279 0.1457 2.5215
C 0.3191 2.1323 1.6205
O -0.8380 1.3577 1.4348
C -1.9387 2.0672 1.9922
C 2.7953 5.4326 2.8226
C 4.1456 5.5668 2.1072
C 1.9234 6.6601 2.5152
C 3.0472 5.4199 4.3341
C -0.4655 0.6426 -1.6087
O 0.4197 -0.0201 -0.8383
C -3.5781 2.1685 -4.8732
C -4.9768 1.6443 -4.5114
C -3.6963 3.6423 -5.2792
C -3.0711 1.4287 -6.1264
H -1.8725 -3.6262 -1.9496
H -1.7073 -4.0774 -0.2297
H -2.9486 -2.9097 -0.7366
H -0.2937 -1.0465 -4.3562
H -1.5735 -1.8519 -3.4562
H -2.3189 0.0667 -4.3799
H -2.2897 3.3075 -0.5575
H 1.2264 2.5546 -1.2749
H 0.0698 3.8883 -1.1937
H 1.8358 4.8295 0.3200
H 2.3813 3.0108 4.1293
H 1.4130 0.8631 4.5624
H -0.0504 0.3726 3.6520
H 3.6643 0.5374 3.3078
H 3.7492 -3.0628 1.0114
H 1.5292 -4.3872 1.1086
H 0.0444 -3.3954 1.1902
H 2.8950 -4.4041 -0.8778
H 1.5816 -2.3314 -4.3810
H 4.9643 -4.1346 -1.9889
H 4.0938 -5.6743 -2.1096
H 5.3136 -5.2565 -3.3010
H 4.6153 -2.3651 -3.8814
H 4.9742 -3.6615 -5.0230
H 3.4948 -2.7323 -5.1920
H 2.2585 -5.9641 -3.8092
H 2.0752 -4.7974 -5.1133
H 3.5359 -5.7837 -5.0143
H 5.1594 -1.7010 -0.2544
H 5.0619 0.0387 -0.0334
H 6.6348 -0.7692 0.0327
H 5.8178 -3.1900 1.6947
H 7.2226 -2.1980 2.0599
H 6.0069 -2.5040 3.3042
H 5.5733 1.0776 2.1951
H 5.9214 0.0573 3.6004
H 7.0908 0.1959 2.2895
H -1.9287 3.1122 1.6644
H -2.8531 1.5901 1.6436
H -1.8964 2.0415 3.0882
H 4.0114 5.6206 1.0305
H 4.6554 6.4709 2.4371
H 4.7807 4.7130 2.3342
H 1.7445 6.7693 1.4503
H 0.9619 6.5714 3.0157
H 2.4130 7.5640 2.8721
H 3.7570 4.6467 4.6178
H 3.4649 6.3769 4.6404
H 2.1185 5.2661 4.8791
H -5.3626 2.1754 -3.6456
H -5.6593 1.7944 -5.3453
H -4.9461 0.5821 -4.2757
H -4.2294 4.2111 -4.5264
H -2.7125 4.0821 -5.4289
H -4.2517 3.7169 -6.2117
H -3.2460 0.3573 -6.0727
H -3.5976 1.7951 -7.0043
H -2.0077 1.6116 -6.2675
C -3.1994 -3.8906 5.3512
C -4.6491 -3.8589 4.8687
C -4.9281 -5.0348 3.9365
C -4.9890 -2.5181 4.1940
N -4.0000 -2.0813 3.2548
C -3.5650 -0.8155 3.0144
N -2.6868 -0.8520 2.0424
N -2.5708 -2.1264 1.6786
N -3.3484 -2.8841 2.3785
H -3.0193 -4.8074 5.9085
H -2.9811 -3.0415 5.9983
H -2.5165 -3.8717 4.5038
H -5.3113 -3.9383 5.7392
H -4.3340 -4.9435 3.0318
H -5.9812 -5.0741 3.6669
H -4.6687 -5.9655 4.4339
H -5.0727 -1.7305 4.9481
H -5.9554 -2.6051 3.6802
H -3.9177 0.0546 3.5286
S -5.5324 0.3786 -0.5796
C -4.0655 -0.5174 -0.3473
N -2.9532 0.1573 -0.5318
C -3.2074 1.4305 -0.9269
C -2.3976 3.0686 -2.6932
C -3.3638 4.1861 -2.5362
C -4.5413 4.1288 -1.8595
C -5.1564 3.0073 -1.2753
C -4.5625 1.7842 -1.0012
H -4.1445 -1.5389 -0.0385
H -1.4378 3.5192 -2.9896
H -3.0176 5.1612 -2.8528
H -5.1308 5.0411 -1.8231
H -6.2060 3.1000 -1.0287
```

Kohn-Sham gap (alpha / beta) (eV): 4.9 / 4.7
E (eV): -110919.0419

Mulliken atomic charge list, values in e, 6 entries:
1. Ti -0.99
2. C -1.13
3. O 1.32
4. C -0.31
5. C -0.39
6. C -1.99



A molecular structure, C3H8O3Pt in a non-equilibrium geometry. Source: the Open Molecules 2025 dataset; level of theory: ωB97M-V with the def2-TZVPD basis set.

The geometry in XYZ format:
```
15
C3H8O3Pt, DFT ωB97M-V with the def2-TZVPD basis set
O -0.2668 2.1642 -0.2168
C -1.4385 1.4223 -0.1334
C -1.1730 -0.0106 0.3257
O -0.1409 -0.5374 -0.5093
C 0.5787 -1.6558 -0.0035
H -1.9586 1.3737 -1.1134
H -2.1600 1.8596 0.5848
H -2.0595 -0.6537 0.2132
H -0.8536 -0.0102 1.3829
H 0.4699 -2.4668 -0.7378
H 1.7990 -1.4939 0.0497
H 0.2911 -1.8867 1.0343
Pt 1.0605 1.0060 -0.6888
O 2.6280 0.3615 -0.4588
H 3.2238 0.5278 0.2712
```

Kohn-Sham gap (alpha / beta) (eV): 8.1 / 8.3
E (eV): -12623.4264
2S+1: 3

Mulliken atomic charge list, values in e, 6 entries:
1. O -0.55
2. C -0.29
3. C -0.54
4. O -0.37
5. C -0.56
6. H 0.26



A molecular structure, C30H27FN2OPPd in a non-equilibrium geometry. Source: the Open Molecules 2025 dataset; level of theory: ωB97M-V with the def2-TZVPD basis set.

The geometry in XYZ format:
```
63
C30H27FN2OPPd, DFT ωB97M-V with the def2-TZVPD basis set
Pd -0.1836 1.4498 -0.3139
O 0.6930 3.6662 -0.1575
C -0.2730 4.7130 -0.2899
C -1.6261 4.1232 -0.5486
C -2.6900 5.0124 -0.5583
C -3.9443 4.5887 -0.9475
C -4.0809 3.2686 -1.3495
C -2.9940 2.4308 -1.2774
N -1.7687 2.8152 -0.8457
H 1.5641 4.0578 -0.2811
H -0.0073 5.3372 -1.1464
H -0.2874 5.3392 0.6029
H -2.5129 6.0439 -0.2819
H -4.7822 5.2724 -0.9644
H -5.0207 2.8825 -1.7176
H -3.0976 1.4121 -1.6097
N 2.3077 1.5050 -0.5264
C 3.2638 0.4381 -0.4372
C 4.6284 0.6341 -0.5064
C 5.4736 -0.4724 -0.5236
C 4.9676 -1.7695 -0.4681
C 3.6075 -1.9815 -0.3724
C 2.7574 -0.8587 -0.2973
P 1.0906 -1.1137 0.1998
C 0.5557 -2.6893 -0.2737
C 0.0470 -3.6370 0.6439
C -0.2612 -4.9023 0.1931
C -0.1098 -5.2238 -1.1551
C 0.3914 -4.2949 -2.0683
C 0.7258 -3.0326 -1.6357
C 0.7024 -0.5292 1.7961
C -0.4610 -0.9863 2.4638
C -0.6611 -0.6654 3.7864
C 0.2550 0.1500 4.4511
C 1.3949 0.6312 3.8028
C 1.6214 0.3044 2.4881
H 2.2428 1.8075 -1.4972
H 2.6135 2.3060 0.0151
H 5.0369 1.6328 -0.5985
H 6.5418 -0.3205 -0.6122
H 5.6415 -2.6152 -0.4860
H 3.2147 -2.9847 -0.2878
H -0.0344 -3.4092 1.6970
H -0.6079 -5.6522 0.8912
H -0.3732 -6.2174 -1.4955
H 0.5188 -4.5677 -3.1070
H 1.1192 -2.3099 -2.3412
H -1.1777 -1.6074 1.9476
H -1.5316 -1.0391 4.3085
H 0.0845 0.4094 5.4887
H 2.1081 1.2384 4.3431
H 2.5345 0.6298 2.0102
F -4.3578 -2.7062 -1.3652
C -3.4226 -1.7989 -1.1247
C -2.4265 -1.6002 -2.0611
C -1.4449 -0.6465 -1.7946
C -1.5018 0.0605 -0.6046
C -2.5253 -0.1126 0.3201
C -3.4980 -1.0657 0.0558
H -2.4361 -2.1619 -2.9859
H -0.6882 -0.4409 -2.5438
H -2.5942 0.4906 1.2164
H -4.3212 -1.2377 0.7375
```

Charge: +3
Kohn-Sham gap (alpha / beta) (eV): 4.8 / 4.8
E (eV): -52033.2298

Mulliken atomic charge list, values in e, 6 entries:
1. Pd -0.27
2. O -0.47
3. C -0.54
4. C 0.50
5. C -0.63
6. C -0.42



A single C4H5NO2S molecule in a non-equilibrium geometry. Source: the Open Molecules 2025 dataset; level of theory: ωB97M-V with the def2-TZVPD basis set.

The geometry in XYZ format:
```
13
C4H5NO2S, DFT ωB97M-V with the def2-TZVPD basis set
O 3.1713 -0.6262 -0.3781
C 2.3285 0.2613 0.1002
N 0.8275 0.0820 0.3203
C -0.0211 1.1847 -0.0081
C -1.3480 0.9012 -0.2791
O -1.9171 -0.2285 -0.3264
C -1.3184 -1.4712 0.2258
S 0.3938 -1.5809 -0.2442
H 2.6550 1.3123 0.4210
H 0.4421 2.1587 -0.4236
H -1.9252 1.8571 -0.5733
H -2.0329 -2.3182 -0.1621
H -1.2554 -1.5323 1.3276
```

Energy relative to the best compared isomer or geometry (same formula, charge and spin) (kJ/mol): 423.7
Kohn-Sham gap (eV): 8.6
E (eV): -20645.7883

Mulliken atomic charge list, values in e, 6 entries:
1. O -0.52
2. C 0.10
3. N -0.08
4. C -0.10
5. C -0.05
6. O -0.36



6 unconnected molecules or ions with the total composition C18H26NO13 in a non-equilibrium geometry. Source: the Open Molecules 2025 dataset; level of theory: ωB97M-V with the def2-TZVPD basis set.

The geometry in XYZ format:
```
58
C18H26NO13, DFT ωB97M-V with the def2-TZVPD basis set
O -1.4507 0.3921 0.1060
H -0.8581 0.1974 -0.6648
H -1.5547 -0.4498 0.5918
H -1.0467 1.1836 0.5356
C 0.2272 -1.2362 -4.0386
C 1.3234 -2.0948 -4.4018
C 2.4717 -2.3150 -3.3347
O 3.4019 -3.0705 -3.6323
C 2.3994 -1.5628 -2.0821
C 1.3241 -0.7046 -1.8188
C 0.2232 -0.5310 -2.8434
O -0.7153 0.3133 -2.7207
O 1.3234 -0.1362 -0.6567
O 1.3721 -2.8169 -5.4053
H -0.6767 -1.1241 -4.6199
H 3.2070 -1.7410 -1.3869
C -1.9435 -3.3407 -2.1481
C -1.1473 -3.2680 -1.0128
C 0.1372 -4.1103 -0.9263
O 0.8441 -4.1125 0.1508
C 0.5213 -4.9409 -1.9185
C -0.2893 -5.0153 -3.1574
C -1.5654 -4.1020 -3.2966
O -2.2298 -4.1419 -4.3388
O 0.0246 -5.8614 -4.0000
O -1.6318 -2.6243 -0.0240
H -2.8909 -2.8189 -2.1090
H 1.3985 -5.5685 -1.9024
O 0.0948 -2.3037 1.8116
H 0.5903 -3.1225 1.8899
H -0.4314 -2.4196 0.9907
O 1.1037 0.1471 2.1132
H 1.4734 -0.0877 1.2442
H 0.6613 -0.6670 2.4135
C -2.3611 -0.3127 3.4734
O -2.2382 0.8585 2.6480
C -1.5013 1.9456 3.1807
C -1.3273 3.0523 2.1928
N -0.4182 2.5874 1.1334
C 0.1142 3.6243 0.2379
C 0.7930 4.8588 0.8323
O 1.9465 4.4856 1.5973
C 2.5329 5.5722 2.2409
H -2.8783 -1.1320 2.9821
H -2.9001 -0.0463 4.3891
H -1.3752 -0.6493 3.7982
H -0.5141 1.5931 3.4974
H -1.9597 2.3376 4.0976
H -0.9302 3.9122 2.7439
H -2.2868 3.3660 1.7721
H 0.4234 2.4508 1.6949
H -0.7675 3.9140 -0.3454
H 0.7078 3.1398 -0.5393
H 0.0613 5.3888 1.4520
H 1.0703 5.5503 0.0331
H 1.8598 5.8973 3.0452
H 2.8582 6.4004 1.6062
H 3.3991 5.2597 2.8288
```

Charge: -3
Kohn-Sham gap (eV): 2.6
E (eV): -47188.5710

Mulliken atomic charge list, values in e, 6 entries:
1. O -0.12
2. H -0.02
3. H 0.51
4. H 0.91
5. C -0.86
6. C 0.59



3 unconnected molecules or ions with the total composition C19H33ClN2O8 in a non-equilibrium geometry. Source: the Open Molecules 2025 dataset; level of theory: ωB97M-V with the def2-TZVPD basis set.

The geometry in XYZ format:
```
63
C19H33ClN2O8, DFT ωB97M-V with the def2-TZVPD basis set
C -1.2251 -5.9162 3.7502
C 0.0698 -6.6232 3.3471
C 0.7017 -6.0813 2.0450
C 1.2142 -4.6144 2.1989
N 0.9909 -3.7119 1.0657
C -0.3875 -3.2441 0.8462
C -1.1570 -4.1441 -0.1675
C -0.2902 -1.8428 0.1211
C 0.9668 -1.0057 0.4319
C 2.1362 -1.2253 -0.5191
Cl 1.7530 -0.9070 -2.2359
O -1.1997 -3.2159 2.0194
C -1.1046 -2.0800 2.7745
O -1.8974 -1.2545 2.6917
C 0.0180 -1.9105 3.8091
O -0.0475 -0.6570 4.4705
N -0.7998 -0.8552 5.6842
O -0.1079 -0.8639 6.6138
H -1.9216 -5.8088 2.9154
H -1.0298 -4.8949 4.0830
H -1.7632 -6.4060 4.5647
H -0.1178 -7.6965 3.2782
H 0.8139 -6.4552 4.1345
H 1.5782 -6.7204 1.8890
H 0.0536 -6.2444 1.1824
H 2.3012 -4.6888 2.3063
H 0.8551 -4.2341 3.1523
H 1.2897 -4.1847 0.2221
H -0.4616 -4.6837 -0.8084
H -1.7325 -4.8765 0.4051
H -1.8588 -3.5250 -0.7226
H -0.2178 -2.1061 -0.9382
H -1.2176 -1.2812 0.2198
H 0.6739 0.0423 0.3365
H 1.3236 -1.1439 1.4506
H 2.5850 -2.2040 -0.3701
H 2.9142 -0.5136 -0.2409
H -0.1623 -2.6849 4.5694
H 1.0152 -2.1058 3.4205
O 0.8776 2.2652 -0.5907
C 1.2142 2.8695 -1.5685
C 0.8797 4.3103 -1.9000
C 1.2160 4.3883 -3.3830
C 2.3172 3.3507 -3.5135
O 2.0050 2.3428 -2.5335
H 1.5144 4.9653 -1.3006
H -0.1697 4.5189 -1.7060
H 1.5172 5.3793 -3.7171
H 0.3500 4.0868 -3.9710
H 3.3048 3.7600 -3.2877
H 2.3427 2.8967 -4.5018
O 0.3738 7.5845 -4.8903
C -0.6384 7.3468 -4.2996
C -1.5280 8.3432 -3.5845
C -2.3961 7.4389 -2.7171
C -2.4404 6.1589 -3.5349
O -1.1741 6.1003 -4.2164
H -2.1152 8.8858 -4.3268
H -0.9359 9.0346 -2.9914
H -3.3828 7.8452 -2.5017
H -1.8947 7.2530 -1.7652
H -3.2357 6.1702 -4.2833
H -2.5559 5.2738 -2.9120
```

Kohn-Sham gap (eV): 8.7
E (eV): -52117.3467

Mulliken atomic charge list, values in e, 6 entries:
1. C -0.57
2. C -0.76
3. C -0.48
4. C -0.67
5. N -0.06
6. C 0.80